Record 1
Below is one molecule with the formula C3H4OS at a distorted geometry, with properties calculated with the ωB97M-V functional and the def2-TZVPD basis.

Atoms and positions in Å:
C -0.762 -0.020 -0.091
C 0.249 -1.208 0.054
C 0.141 1.161 0.022
H 0.114 -1.948 -0.675
H 0.363 -1.473 1.149
H 0.526 1.607 0.957
H -0.123 2.039 -0.612
O -1.965 -0.111 -0.413
S 1.456 -0.047 -0.391

Output
Kohn-Sham gap, Eh: 0.356
2S+1: 1
Charge: 0

***

Record 2
Below is one molecule with the formula I2S2 at a distorted geometry, with properties calculated with the ωB97M-V functional and the def2-TZVPD basis.

Atoms and positions in Å:
S -1.713 1.248 1.096
S 1.609 -1.030 -0.544
I 0.092 1.183 -0.332
I 0.293 -2.544 -1.766

Output
Kohn-Sham gap (spin up / spin down), Eh: 0.223 / 0.223
2S+1: 1
Charge: 0

***

Record 3
Below is one molecule with the formula C3H2N2O3 at a distorted geometry, with properties calculated with the ωB97M-V functional and the def2-TZVPD basis.

Atoms and positions in Å:
C -0.516 0.027 -0.141
C 0.119 -0.831 0.827
C 0.099 1.085 -0.876
H -2.095 -0.610 0.485
H -0.224 -1.354 1.952
N 1.314 -1.096 0.451
N 2.046 -0.460 -0.518
O -1.857 0.219 -0.126
O 1.288 0.659 -1.116
O -0.173 2.361 -0.938

Output
Kohn-Sham gap, Eh: 0.302
2S+1: 1
Charge: 0

***

Record 4
Below is one molecule with the formula C11H14N2OS at a distorted geometry, with properties calculated with the ωB97M-V functional and the def2-TZVPD basis.

Atoms and positions in Å:
C -1.136 -0.678 -0.716
C 1.232 -0.793 -0.373
C -1.282 -1.634 0.305
C 1.063 -1.822 0.584
C 0.145 -0.232 -1.040
C -0.220 -2.194 0.984
C 1.429 3.809 0.477
C -0.319 -0.273 -3.931
C 0.732 3.196 -0.506
C -0.725 3.310 -0.693
C 0.497 -3.538 2.790
N 0.126 0.775 -3.400
N 0.299 0.871 -1.894
O -0.580 -3.001 2.011
S 1.518 2.047 -1.582
H -2.049 -0.340 -1.049
H 2.323 -0.440 -0.636
H -2.189 -2.045 0.664
H 1.864 -2.263 0.938
H 2.507 3.696 0.629
H 0.940 4.340 1.254
H -0.653 -0.139 -5.069
H -0.369 -1.228 -3.370
H -1.278 4.134 -0.334
H -1.227 3.178 -1.661
H -1.258 2.455 -0.209
H -0.174 -4.014 3.507
H 1.125 -2.901 3.339
H 0.932 -4.488 2.294

Output
Kohn-Sham gap, Eh: 0.317
2S+1: 1
Charge: 0

***

Record 5
Below is a 2-piece molecular cluster, C8H20N5 overall at a distorted geometry, with properties calculated with the ωB97M-V functional and the def2-TZVPD basis.

Atoms and positions in Å:
C -1.303 1.531 -0.221
C 2.263 -0.491 -0.046
C -1.761 -0.878 0.150
C -1.675 2.692 0.561
C 3.702 1.609 0.545
C -3.442 -2.785 0.421
C 3.418 0.404 -0.391
C -2.965 -1.543 -0.380
N -0.392 1.788 -1.181
N 2.067 -1.448 -1.030
N -1.672 0.367 -0.032
N 1.432 -0.410 0.967
N -0.842 -1.589 0.636
H -2.666 2.742 1.048
H -1.638 3.615 0.046
H -0.917 2.788 1.352
H 4.744 1.811 0.418
H 3.428 1.490 1.602
H 3.302 2.486 0.159
H -3.660 -2.484 1.399
H -2.716 -3.537 0.394
H -4.213 -3.276 -0.180
H 4.340 -0.345 -0.553
H 3.353 0.821 -1.476
H -3.799 -0.713 -0.481
H -2.672 -1.979 -1.450
H -0.260 2.873 -1.402
H 2.759 -1.510 -1.802
H 1.352 -2.073 -0.747
H 1.518 0.395 1.579
H -0.086 1.169 -1.897
H 0.048 -1.072 0.898
H -1.044 -2.449 1.095

Output
Kohn-Sham gap, Eh: 0.385
2S+1: 1
Charge: +1

***

Record 6
Below is C42H41BiN6O4PS as an isolated structure at a distorted geometry, with properties calculated with the ωB97M-V functional and the def2-TZVPD basis.

Atoms and positions in Å:
Bi 0.131 0.016 0.155
O 1.308 3.970 -0.854
C 1.031 2.956 -0.241
N 1.303 1.672 -0.621
C 2.282 1.352 -1.589
C 3.021 2.292 -2.310
C 4.009 1.878 -3.185
C 4.277 0.531 -3.347
C 3.554 -0.416 -2.642
C 2.539 -0.019 -1.767
N 1.758 -0.902 -0.985
C 1.887 -2.260 -1.065
O 2.486 -2.882 -1.924
C 1.188 -3.073 0.002
C 1.266 -4.455 -0.076
C 0.640 -5.212 0.900
C -0.049 -4.562 1.912
C -0.086 -3.180 1.906
N 0.525 -2.447 0.972
C 0.329 3.111 1.091
C 0.088 4.386 1.575
C -0.565 4.524 2.788
C -0.957 3.387 3.476
C -0.673 2.151 2.924
N -0.032 2.017 1.762
H 2.816 3.341 -2.189
H 4.569 2.620 -3.739
H 5.053 0.203 -4.025
H 3.764 -1.460 -2.780
H 1.819 -4.897 -0.891
H 0.689 -6.292 0.872
H -0.549 -5.108 2.701
H -0.623 -2.641 2.674
H 0.413 5.236 0.996
H -0.767 5.508 3.191
H -1.471 3.446 4.425
H -0.965 1.242 3.429
C -1.812 -3.036 -1.741
O -0.947 -1.943 -2.011
C -0.400 -1.908 -3.336
C -0.703 -0.571 -3.967
O -0.343 0.436 -3.036
C -0.328 1.737 -3.620
H -1.273 -3.987 -1.786
H -2.646 -3.068 -2.450
H -2.212 -2.898 -0.736
H -0.814 -2.713 -3.947
H 0.677 -2.049 -3.270
H -1.770 -0.476 -4.215
H -0.133 -0.467 -4.896
H 0.442 1.791 -4.394
H -0.106 2.448 -2.830
H -1.303 1.977 -4.055
C -4.034 0.779 2.000
P -2.969 -0.713 1.920
C -2.911 -1.171 3.691
C -1.698 -1.135 4.373
C -1.622 -1.442 5.726
C -2.771 -1.800 6.413
C -3.990 -1.847 5.746
C -4.059 -1.534 4.399
C -4.056 -1.998 1.218
C -3.805 -3.333 1.539
C -4.474 -4.361 0.891
C -5.407 -4.072 -0.097
C -5.675 -2.749 -0.417
C -5.004 -1.721 0.233
H -4.745 0.719 2.825
H -4.586 0.923 1.075
H -3.405 1.661 2.133
H -0.789 -0.870 3.842
H -0.668 -1.408 6.238
H -2.719 -2.046 7.465
H -4.888 -2.126 6.281
H -5.014 -1.578 3.888
H -3.088 -3.574 2.316
H -4.270 -5.389 1.160
H -5.931 -4.873 -0.601
H -6.419 -2.514 -1.168
H -5.245 -0.698 -0.031
N -2.869 0.265 -1.404
C -3.175 1.600 -1.279
N -2.273 2.509 -1.107
C -2.877 3.769 -1.037
C -2.203 4.987 -0.959
C -2.940 6.155 -0.886
C -4.336 6.133 -0.894
C -5.021 4.937 -1.007
C -4.277 3.768 -1.090
S -4.835 2.136 -1.333
H -2.044 0.096 -1.974
H -3.636 -0.354 -1.618
H -1.122 5.006 -0.991
H -2.425 7.106 -0.836
H -4.890 7.061 -0.832
H -6.102 4.918 -1.043

Output
Kohn-Sham gap, Eh: 0.236
2S+1: 1
Charge: +1

***

Record 7
Below is C8H17FeOP2 as an isolated structure at a distorted geometry, with properties calculated with the ωB97M-V functional and the def2-TZVPD basis.

Atoms and positions in Å:
C 1.117 0.228 -3.082
C 0.301 -0.011 -4.252
C -0.547 -1.144 -3.959
C -0.274 -1.572 -2.598
C 0.773 -0.724 -2.081
Fe -0.879 0.319 -2.673
P -0.565 2.110 -1.302
H 1.912 0.960 -3.000
H 0.356 0.489 -5.218
H -1.189 -1.648 -4.669
H 1.223 -0.801 -1.105
H -0.707 -2.447 -2.128
H -1.274 2.271 -0.087
H -0.720 3.404 -1.855
H 0.747 2.225 -0.798
C 0.776 0.883 3.706
P 0.211 -0.061 2.265
C 0.627 -1.796 2.578
C -1.600 0.016 2.337
O 0.793 0.426 0.972
H 1.803 0.587 3.952
H 0.117 0.679 4.557
H 0.755 1.954 3.471
H 0.372 -2.054 3.611
H 0.060 -2.431 1.884
H 1.701 -1.942 2.413
H -1.970 0.776 1.639
H -2.007 -0.966 2.067
H -1.910 0.270 3.357

Output
<S²>: 6.03
Kohn-Sham gap (spin up / spin down), Eh: 0.086 / 0.288
2S+1: 5
Charge: -1

***

Record 8
Below is one molecule with the formula C4H6OS at a distorted geometry, with properties calculated with the ωB97M-V functional and the def2-TZVPD basis.

Atoms and positions in Å:
C 1.252 -1.410 -0.146
C 0.407 -0.183 -0.088
C -0.844 -0.140 0.344
C -1.507 1.125 0.535
H 2.351 -1.078 0.118
H 1.259 -1.905 -1.171
H 1.002 -2.210 0.738
H 0.999 0.721 -0.379
H -1.274 -1.112 0.748
H -0.265 2.166 -1.541
O -2.316 1.427 1.350
S -1.065 2.600 -0.508

Output
Kohn-Sham gap, Eh: 0.362
2S+1: 1
Charge: 0

***

Record 9
Below is C22H20F6N7O4S5SbTl as an isolated structure, with properties calculated with the ωB97M-V functional and the def2-TZVPD basis.

Atoms and positions in Å:
Tl 0.333 0.526 0.925
S -1.641 -0.807 1.555
C -2.376 -0.230 0.068
S -1.723 1.180 -0.686
C -3.451 -0.903 -0.465
C -4.056 -0.470 -1.681
N -4.549 -0.129 -2.665
C -3.965 -2.093 0.128
N -4.386 -3.059 0.595
S 2.520 1.290 0.210
C 2.295 0.933 -1.508
N 2.735 1.774 -2.359
N 2.644 1.490 -3.700
C 1.423 1.103 -4.329
C 0.177 1.338 -3.755
C -0.975 0.935 -4.413
C -0.897 0.331 -5.661
C 0.346 0.124 -6.244
C 1.506 0.496 -5.577
N 1.744 -0.307 -1.975
N 0.972 -0.878 -1.203
C 0.336 -2.044 -1.720
C -0.169 -2.946 -0.793
C -0.881 -4.048 -1.239
C -1.091 -4.230 -2.599
C -0.578 -3.322 -3.519
C 0.141 -2.222 -3.087
H 3.105 2.234 -4.198
H 0.103 1.806 -2.783
H -1.936 1.085 -3.936
H -1.800 0.015 -6.166
H 0.418 -0.354 -7.213
H 2.481 0.294 -6.001
H 0.001 -2.779 0.261
H -1.293 -4.744 -0.522
H -1.671 -5.077 -2.944
H -0.759 -3.458 -4.577
H 0.520 -1.488 -3.786
F -0.120 -3.232 3.722
C 1.080 -3.717 3.416
F 1.536 -4.425 4.447
F 0.954 -4.531 2.364
S 2.238 -2.350 2.983
O 1.592 -1.709 1.864
O 3.503 -2.976 2.777
N 2.211 -1.542 4.335
S 1.764 -0.069 4.562
O 0.893 0.489 3.546
O 1.407 0.153 5.927
C 3.328 0.875 4.324
F 3.083 2.186 4.433
F 3.830 0.643 3.111
F 4.236 0.539 5.235
C -1.339 4.899 1.684
Sb -0.710 3.031 2.518
C 0.066 3.774 4.364
C -2.614 2.402 3.238
H -1.922 5.454 2.418
H -1.951 4.706 0.803
H -0.471 5.486 1.388
H -0.658 4.443 4.828
H 0.997 4.311 4.185
H 0.269 2.932 5.023
H -3.098 3.221 3.769
H -2.481 1.552 3.905
H -3.224 2.090 2.392

Output
Kohn-Sham gap, Eh: 0.264
2S+1: 1
Charge: -1

***

Record 10
Below is C31H33BN11O3S2Zn as an isolated structure at a distorted geometry, with properties calculated with the ωB97M-V functional and the def2-TZVPD basis.

Atoms and positions in Å:
Zn 0.998 -0.018 -0.789
C 0.515 3.507 -1.043
C -0.540 2.650 -0.433
C -1.739 3.028 0.166
C -2.333 1.853 0.585
C -3.646 1.679 1.270
N -1.521 0.838 0.244
N -0.428 1.329 -0.392
B -1.727 -0.684 0.419
N -1.776 -1.332 -0.997
N -0.726 -1.231 -1.853
C -1.078 -1.872 -2.961
C -0.195 -1.993 -4.161
C -2.368 -2.399 -2.826
C -2.778 -2.029 -1.559
C -4.070 -2.310 -0.868
N -0.574 -1.347 1.207
N 0.706 -1.204 0.789
C 1.489 -1.871 1.625
C 2.971 -1.866 1.478
C 0.700 -2.500 2.587
C -0.602 -2.143 2.290
C -1.849 -2.562 2.996
H 0.260 4.558 -0.924
H 1.473 3.320 -0.557
H 0.623 3.301 -2.111
H -2.115 4.027 0.299
H -4.244 2.577 1.127
H -4.195 0.826 0.876
H -3.509 1.528 2.342
H -2.758 -0.873 0.985
H 0.656 -1.319 -4.100
H 0.183 -3.011 -4.268
H -0.753 -1.751 -5.066
H -2.928 -2.964 -3.552
H -4.700 -2.922 -1.511
H -3.912 -2.843 0.070
H -4.605 -1.388 -0.636
H 3.273 -1.364 0.560
H 3.423 -1.322 2.309
H 3.369 -2.882 1.481
H 1.032 -3.111 3.408
H -1.760 -3.605 3.297
H -2.004 -1.963 3.893
H -2.727 -2.456 2.365
N 4.874 -0.346 -6.689
C 4.700 -1.351 -5.804
S 5.315 -2.849 -6.077
C 3.876 -1.015 -4.599
C 3.247 0.220 -4.448
C 2.471 0.454 -3.330
N 2.291 -0.461 -2.380
C 2.906 -1.636 -2.503
C 3.701 -1.952 -3.587
H 5.509 -0.532 -7.447
H 4.768 0.613 -6.407
H 3.323 1.007 -5.183
H 1.969 1.403 -3.189
H 2.735 -2.353 -1.710
H 4.182 -2.916 -3.656
O -4.914 2.502 6.267
C -4.656 1.421 5.467
O -5.494 0.554 5.401
C -3.378 1.433 4.747
C -3.222 0.597 3.634
C -2.057 0.592 2.908
C -0.941 1.400 3.245
S 0.509 1.386 2.340
C -1.112 2.220 4.389
C -2.285 2.238 5.104
H -4.203 3.143 6.150
H -4.056 -0.037 3.356
H -1.958 -0.037 2.032
H -0.278 2.839 4.693
H -2.326 2.861 5.994
O 2.523 1.141 -0.068
N 3.755 1.216 -0.463
C 4.476 1.990 0.301
C 5.861 2.158 -0.026
N 6.974 2.312 -0.273
C 3.931 2.680 1.425
N 3.474 3.223 2.325

Output
Kohn-Sham gap, Eh: 0.137
2S+1: 1
Charge: -1

***

Record 11
Below is a 2-piece molecular cluster, C6H13N3O2S overall at a distorted geometry, with properties calculated with the ωB97M-V functional and the def2-TZVPD basis.

Atoms and positions in Å:
C 0.406 1.550 1.332
C 1.177 0.390 1.431
C 0.188 0.411 -0.516
C 3.144 -1.136 -0.679
C -1.052 2.566 -0.350
C 1.819 -1.452 0.004
N -0.077 1.572 0.104
N 1.082 -0.236 0.232
N -3.652 -1.844 0.066
O -1.617 -0.496 1.023
O -2.669 0.407 -0.965
S -2.191 -0.900 -0.287
H 0.114 2.242 2.039
H 1.721 -0.075 2.180
H -0.181 0.235 -1.567
H 3.896 -0.845 0.104
H 3.444 -2.114 -1.147
H 2.977 -0.338 -1.406
H -0.418 3.330 -1.074
H -1.881 2.117 -0.882
H -1.335 3.093 0.647
H 1.280 -2.185 -0.735
H 1.862 -1.970 0.947
H -3.493 -2.787 -0.368
H -4.543 -1.538 -0.132

Output
Kohn-Sham gap, Eh: 0.291
2S+1: 1
Charge: 0

***

The total energy results, record by record, are as follows: -16057.033 -37870.012 -12259.768 -27492.058 -16064.248 -87310.531 -63581.539 -17126.632 -123471.376 -125983.692 -25830.728 eV.